1.
DFT (ωB97M-V/def2-TZVPD) results for a 2-piece molecular cluster, CH2N3O3 overall in a non-equilibrium geometry.

The geometry in XYZ format:
```
9
CH2N3O3, DFT ωB97M-V/def2-TZVPD
C -1.43215 0.82952 -0.18369
N 0.97629 -0.30547 0.04796
N 1.72072 0.27167 -0.73154
N -0.92045 -0.33201 -0.93637
O -2.20057 0.55270 0.69904
O -1.58523 -1.44938 -0.52301
O -1.07141 1.92476 -0.50663
H -2.13620 -1.15332 0.28661
H 2.50358 0.61034 -0.33889
```

As for the energy above the lowest of the compared OMol25 structures with the same formula, charge and spin: 83.3 kcal per mole. For the total energy, the calculation gives -429.20045 Eh. The calculation puts the lowest unoccupied orbital energy (spin up / spin down) at 4.5 / 4.4 eV. Its HOMO-LUMO gap (spin up / spin down) is 8.42 / 8.62 eV. Its net charge is -1.

Here are the Löwdin charges for atoms 1 to 8, given in e: atom 1 (C): -0.920, atom 2 (N): 0.063, atom 3 (N): -0.001, atom 4 (N): -0.011, atom 5 (O): -0.042, atom 6 (O): -0.131, atom 7 (O): -0.024, atom 8 (H): 0.089

2.
DFT (ωB97M-V/def2-TZVPD) results for a single C4H12N2S molecule in a non-equilibrium geometry.

The geometry in XYZ format:
```
19
C4H12N2S, DFT ωB97M-V/def2-TZVPD
N -0.69566 2.76083 -1.14591
C -0.89354 2.23324 0.17130
C -0.94815 0.66916 0.23243
N 0.31767 -0.05704 0.19164
C 0.39081 -1.48194 0.82347
C 1.40852 -2.48330 0.29558
S 1.68137 -2.57737 -1.50577
H -1.43716 2.33692 -1.71591
H 0.17372 2.45922 -1.55134
H -1.84542 2.76591 0.50268
H -0.13823 2.63684 0.81510
H -1.66744 0.49593 1.15058
H -1.54768 0.22576 -0.59594
H 0.98713 0.66765 0.45851
H 0.62604 -1.54914 1.95391
H -0.71290 -1.87372 0.63515
H 0.92074 -3.46024 0.48826
H 2.49624 -2.21367 0.73772
H 0.88394 -1.55505 -1.94145
```

As for the energy above the lowest of the compared OMol25 structures with the same formula, charge and spin: 43.8 kcal per mole. For the total energy, the calculation gives -667.22515 Eh. The calculation puts the lowest unoccupied orbital energy at 1.0 eV. Its HOMO-LUMO gap is 9.76 eV. Its SMILES is NCCNCCS.

Here are the Löwdin charges for atoms 1 to 8, given in e: atom 1 (N): -0.030, atom 2 (C): -0.303, atom 3 (C): -0.276, atom 4 (N): -0.095, atom 5 (C): -0.275, atom 6 (C): -0.611, atom 7 (S): 0.634, atom 8 (H): 0.073

3.
DFT (ωB97M-V/def2-TZVPD) results for a single C5H7NO molecule.

The geometry in XYZ format:
```
14
C5H7NO, DFT ωB97M-V/def2-TZVPD
C -0.54221 -0.85129 1.18943
N 0.02373 0.48894 0.70401
C -0.77551 1.11737 -0.34615
C -0.33338 0.58601 -1.50900
C 0.83014 -0.23089 -1.33930
C 1.32213 -0.10329 -0.05064
O 2.26039 -0.37576 0.66306
H 0.22418 -1.63771 1.18346
H -1.33895 -1.12459 0.49616
H -0.90772 -0.73721 2.20622
H 0.28091 1.09971 1.48134
H -1.56773 1.81536 -0.11383
H -0.81379 0.75627 -2.46635
H 1.33780 -0.80293 -2.09842
```

As for the energy above the lowest of the compared OMol25 structures with the same formula, charge and spin: 51.9 kcal per mole. For the total energy, the calculation gives -324.64180 Eh. The calculation puts the lowest unoccupied orbital energy at 0.8 eV. Its HOMO-LUMO gap is 8.12 eV. Its SMILES is C[N@@H+]1C=CC=C1[O-].

Here are the Löwdin charges for atoms 1 to 8, given in e: atom 1 (C): 0.006, atom 2 (N): -0.058, atom 3 (C): -0.124, atom 4 (C): -0.103, atom 5 (C): -0.065, atom 6 (C): -0.460, atom 7 (O): 0.044, atom 8 (H): 0.097

4.
DFT (ωB97M-V/def2-TZVPD) results for a 8-piece molecular cluster, C24H48O8 overall in a non-equilibrium geometry.

The geometry in XYZ format:
```
80
C24H48O8, DFT ωB97M-V/def2-TZVPD
C -1.75516 4.72887 -1.59863
C -0.80307 4.08573 -0.62193
C 0.50737 3.64191 -1.20709
O -1.08092 3.96897 0.54702
H -2.73322 4.86507 -1.15335
H -1.87924 4.06661 -2.46241
H -1.35842 5.67198 -1.97640
H 1.01051 4.52415 -1.61829
H 0.35047 2.94496 -2.02962
H 1.14961 3.23452 -0.43000
C 4.06889 2.49046 -1.01804
C 4.38136 2.14725 -2.46026
C 3.24563 1.68559 -3.35271
O 5.51314 2.22052 -2.86718
H 5.02661 2.64629 -0.51766
H 3.51679 1.70804 -0.50090
H 3.53478 3.44002 -0.94984
H 2.77624 2.54779 -3.83228
H 2.49482 1.16752 -2.75752
H 3.65802 1.05453 -4.13286
C 1.24391 -3.52271 -2.27601
C 2.57671 -3.93500 -1.71624
C 3.64418 -2.87590 -1.65862
O 2.79012 -5.05561 -1.34065
H 1.37778 -2.92083 -3.17284
H 0.75749 -2.86052 -1.54485
H 0.58999 -4.37757 -2.40817
H 3.45102 -2.23155 -0.79627
H 3.56062 -2.21309 -2.52052
H 4.62921 -3.32299 -1.60921
C 1.39969 -0.93595 1.19314
C 0.53842 -0.19471 0.20364
C -0.56689 0.65556 0.77688
O 0.67488 -0.32573 -0.98973
H 2.23009 -0.26239 1.44159
H 1.82191 -1.81691 0.71987
H 0.86041 -1.16177 2.10994
H -1.26900 -0.01463 1.28166
H -1.08613 1.19608 -0.00785
H -0.17281 1.33623 1.53431
C 2.86776 -0.24864 4.66257
C 1.87362 -0.72143 5.69425
C 1.31681 0.31754 6.63941
O 1.59284 -1.88295 5.80050
H 3.71482 0.25811 5.12274
H 2.40761 0.40726 3.91914
H 3.23814 -1.11645 4.11262
H 1.14179 1.26409 6.12369
H 2.06081 0.53124 7.41130
H 0.41284 -0.06165 7.10608
C -2.13590 -1.56499 -2.35323
C -1.64531 -1.00899 -3.66082
C -1.31057 0.47003 -3.71545
O -1.58020 -1.69775 -4.63642
H -1.41621 -1.35279 -1.56690
H -2.20325 -2.65123 -2.46525
H -3.14311 -1.20968 -2.14056
H -2.08921 1.08060 -3.26326
H -1.18433 0.70817 -4.77174
H -0.35387 0.61095 -3.20427
C -4.23247 0.85185 0.96610
C -4.10879 1.81777 -0.17651
C -4.60635 3.22208 0.06566
O -3.56493 1.48849 -1.20825
H -3.40398 1.03930 1.65461
H -4.14273 -0.16627 0.59102
H -5.16865 0.98141 1.50383
H -5.47714 3.22401 0.72200
H -4.91240 3.67096 -0.87774
H -3.79286 3.77810 0.53452
C -1.83285 -3.16812 0.74451
C -1.77688 -3.70519 2.15648
C -2.48514 -5.00898 2.43388
O -1.19834 -3.10541 3.02537
H -1.22347 -3.81320 0.10641
H -1.40534 -2.17025 0.74586
H -2.86263 -3.13153 0.39103
H -2.26553 -5.76342 1.68007
H -3.56427 -4.82439 2.41714
H -2.21616 -5.34939 3.42950
```

As for the energy above the lowest of the compared OMol25 structures with the same formula, charge and spin: 0.0 kcal per mole. For the total energy, the calculation gives -1545.17111 Eh. The calculation puts the lowest unoccupied orbital energy at 0.3 eV. Its HOMO-LUMO gap is 9.61 eV. Its SMILES is CC(C)=O.CC(C)=O.CC(C)=O.CC(C)=O.CC(C)=O.CC(C)=O.CC(C)=O.CC(C)=O.

Here are the Löwdin charges for atoms 1 to 8, given in e: atom 1 (C): -0.013, atom 2 (C): -0.504, atom 3 (C): -0.022, atom 4 (O): 0.063, atom 5 (H): 0.059, atom 6 (H): 0.089, atom 7 (H): 0.091, atom 8 (H): 0.096

5.
DFT (ωB97M-V/def2-TZVPD) results for a 14-piece molecular cluster, C5H40NO13 overall in a non-equilibrium geometry.

The geometry in XYZ format:
```
59
C5H40NO13, DFT ωB97M-V/def2-TZVPD
C -1.98135 -2.01179 0.73683
C -1.56324 -0.95238 -0.28324
C -1.93015 0.49583 0.02507
C -3.35583 0.79757 -0.52108
C -1.96352 0.88588 1.52259
N -0.03146 -1.03439 -0.28531
H -2.62456 -1.53517 1.49855
H -1.24867 -2.32430 1.47707
H -2.69245 -2.74540 0.36655
H -1.92817 -1.20929 -1.27468
H -1.23383 1.21055 -0.41328
H -3.77751 1.58753 0.07896
H -3.94300 -0.11793 -0.46474
H -3.40295 1.22095 -1.52795
H -2.19113 1.94610 1.54910
H -1.00165 0.71787 2.01279
H -2.71138 0.32671 2.08114
H 0.15152 -2.01726 -0.52929
H 0.37528 -0.75436 0.62041
H 0.29649 -0.45998 -1.06501
H 0.80047 -2.37023 4.66471
H -0.64709 -2.16131 5.10269
O -0.09213 -2.26282 4.32452
H -0.69336 -3.93277 -1.27099
H -0.35053 -3.47102 -2.72371
O -0.16605 -3.31425 -1.78701
H 1.14614 3.09619 -2.62543
H 1.83134 3.42442 -1.21011
O 1.95185 3.35280 -2.16761
H -0.72253 -3.34429 -5.08094
H -1.77741 -2.46824 -4.47546
O -0.82489 -2.64157 -4.42433
H 3.83370 0.15703 4.57529
H 3.05520 0.16678 3.25786
O 3.22062 0.68533 4.05656
H -1.00560 -0.12096 5.05476
H 0.22557 0.82280 4.80392
O -0.59020 0.70374 5.29606
H 1.31027 3.13021 4.07108
H 2.36812 2.22347 3.51212
O 1.43359 2.49164 3.35951
H 0.28320 0.84489 -3.34501
H -1.23116 1.12672 -2.95619
O -0.31319 1.32908 -2.76488
H -4.11927 -2.26811 -3.58480
H -2.96173 -3.35716 -3.61933
O -3.33528 -2.61612 -3.16007
H 0.30609 3.03968 0.24416
H 1.17818 3.56688 1.30127
O 1.24275 3.03290 0.49370
H 1.96287 1.08858 0.80048
H 1.19474 0.95880 2.05284
O 1.62356 0.39684 1.38673
H 3.23510 1.28870 -3.93156
H 3.03608 2.16183 -2.63817
O 3.42157 1.31637 -2.99038
H 1.86637 -1.65203 -2.77329
H 2.30459 -0.30479 -2.15847
O 1.61828 -0.72490 -2.69648
```

As for the energy above the lowest of the compared OMol25 structures with the same formula, charge and spin: 48.3 kcal per mole. For the total energy, the calculation gives -1247.17299 Eh. The calculation puts the lowest unoccupied orbital energy at -2.5 eV. Its HOMO-LUMO gap is 10.36 eV. Its net charge is +1.

Here are the Löwdin charges for atoms 1 to 8, given in e: atom 1 (C): -0.025, atom 2 (C): -0.291, atom 3 (C): -0.372, atom 4 (C): -0.038, atom 5 (C): -0.058, atom 6 (N): 0.187, atom 7 (H): 0.076, atom 8 (H): 0.089

6.
DFT (ωB97M-V/def2-TZVPD) results for a 2-piece molecular cluster, C2H8N6 overall in a non-equilibrium geometry.

The geometry in XYZ format:
```
16
C2H8N6, DFT ωB97M-V/def2-TZVPD
N -1.06383 -0.23514 -0.21383
C -0.11263 0.62848 0.17971
N -2.36751 0.15565 0.11252
N 2.14551 0.87520 0.46140
N -0.31497 1.98646 0.15196
C 0.49341 -2.34271 -0.84691
N 1.01964 0.07725 0.58542
N 0.05039 -1.89438 0.23774
H -2.54421 0.08596 1.11472
H -3.00495 -0.46780 -0.36610
H 2.39250 1.08222 -0.50652
H 2.92200 0.42001 0.92330
H -1.27997 2.26457 0.05262
H 0.27857 2.52762 0.76286
H 0.71523 -3.41672 -0.89960
H 0.67082 -1.74667 -1.74928
```

As for the energy above the lowest of the compared OMol25 structures with the same formula, charge and spin: 121.2 kcal per mole. For the total energy, the calculation gives -409.34347 Eh. The calculation puts the lowest unoccupied orbital energy (spin up / spin down) at 0.4 / 0.1 eV. Its HOMO-LUMO gap (spin up / spin down) is 7.82 / 7.35 eV.

Here are the Löwdin charges for atoms 1 to 8, given in e: atom 1 (N): -0.057, atom 2 (C): -0.540, atom 3 (N): 0.029, atom 4 (N): -0.007, atom 5 (N): 0.133, atom 6 (C): -0.174, atom 7 (N): -0.064, atom 8 (N): 0.074